1.
The following is a quantum chemistry calculation of C33H51BrN8O4Rb as an isolated structure, from the OMol25 dataset.

Output
Highest occupied orbital energy, eV: -8.45
Energy above the lowest of the compared OMol25 structures with the same formula, charge and spin, kJ/mol: 118.1
Net charge: +1
Lowest unoccupied orbital energy, eV: -2.48
2S+1: 1
Max |F|, eV Å⁻¹: 0.4

Structure (XYZ):
```
98
Properties=species:S:1:pos:R:3:lowdin_charge:R:1
Rb 0.158 -0.232 0.559 1.0097
C 0.143 -1.389 -2.778 -0.0646
O -0.971 -1.065 -1.935 -0.3258
C -1.936 -2.114 -1.908 -0.1804
C -2.826 -1.939 -0.698 -0.1756
O -2.114 -2.024 0.523 -0.2176
C -1.816 -3.341 0.969 -0.1763
C -1.107 -3.242 2.307 -0.1898
O 0.104 -2.515 2.257 -0.2962
C 1.228 -3.275 1.818 -0.0756
H -0.155 -1.395 -3.830 0.1056
H 0.923 -0.647 -2.604 0.0653
H 0.544 -2.372 -2.520 0.1066
H -2.533 -2.105 -2.826 0.1420
H -1.414 -3.075 -1.856 0.1267
H -3.276 -0.943 -0.716 0.1255
H -3.645 -2.665 -0.726 0.1400
H -2.741 -3.914 1.109 0.1406
H -1.195 -3.871 0.238 0.1244
H -1.758 -2.719 3.010 0.1319
H -0.938 -4.254 2.692 0.1379
H 1.455 -4.062 2.541 0.1010
H 1.046 -3.736 0.841 0.0939
H 2.063 -2.583 1.720 0.0799
Br 6.752 5.538 -1.190 0.7242
C 7.013 3.806 -1.919 -0.6930
C 7.010 2.706 -1.077 -0.1097
C 7.162 1.437 -1.611 -0.0139
C 7.321 1.277 -2.984 -0.2794
C 7.390 2.395 -3.806 -0.0359
C 7.216 3.665 -3.281 -0.1227
N 7.528 0.007 -3.621 0.0714
N 6.805 -0.969 -3.381 0.0792
C 5.664 -0.832 -2.515 -0.2741
C 5.596 -1.637 -1.403 -0.0429
C 4.590 -1.475 -0.459 -0.0214
C 3.553 -0.533 -0.590 -0.4229
O 2.681 -0.353 0.318 -0.3007
C 3.553 0.236 -1.836 -0.1384
N 2.540 1.125 -2.053 0.1061
C 2.571 1.849 -3.147 -0.1910
C 3.539 1.728 -4.157 -0.0481
C 4.543 0.826 -3.977 -0.0084
C 4.612 0.074 -2.781 -0.1097
H 6.881 2.837 -0.012 0.1039
H 7.141 0.577 -0.956 0.1198
H 7.574 2.254 -4.863 0.1184
H 7.251 4.537 -3.919 0.1018
H 6.378 -2.367 -1.233 0.1186
H 4.596 -2.070 0.446 0.1051
H 1.795 2.606 -3.265 0.0653
H 3.475 2.341 -5.046 0.1058
H 5.292 0.678 -4.743 0.1153
N 0.510 4.262 -1.505 0.0534
C -0.800 4.848 -1.839 -0.3508
C -1.373 4.106 -3.050 -0.0938
C -1.797 2.677 -2.721 -0.2564
N -0.570 1.858 -2.428 0.2000
C -2.775 2.639 -1.550 -0.0916
C -2.248 3.351 -0.301 -0.3502
N -1.170 2.540 0.285 0.0282
C -1.762 4.760 -0.652 -0.1009
H 1.212 4.547 -2.180 0.0941
H 0.041 2.395 -1.768 0.0996
H 0.839 4.584 -0.602 0.0968
H -0.706 5.907 -2.105 0.1437
H -0.643 4.106 -3.866 0.1269
H -2.251 4.640 -3.418 0.1349
H -2.268 2.224 -3.594 0.1546
H -0.023 1.707 -3.276 0.1345
H -0.795 0.931 -2.053 0.0953
H -3.031 1.603 -1.305 0.1151
H -3.697 3.120 -1.883 0.1351
H -3.083 3.464 0.398 0.1440
H -1.550 1.874 0.951 0.0372
H -0.547 3.114 0.842 0.0563
H -1.303 5.218 0.229 0.1249
H -2.637 5.370 -0.889 0.1310
C 1.118 0.793 3.648 -0.1600
C 1.227 0.990 5.182 -0.1390
N 0.145 1.850 5.657 -0.1588
C 0.219 3.132 4.964 -0.1467
C 0.028 2.916 3.438 -0.1681
N -0.087 1.481 3.137 -0.2210
C -1.262 0.947 3.842 -0.1555
C -1.139 1.217 5.367 -0.1435
H 1.040 -0.266 3.391 0.0927
H 1.984 1.191 3.116 0.1238
H 2.178 1.448 5.457 0.1205
H 1.159 0.035 5.707 0.1208
H 1.189 3.580 5.180 0.1201
H -0.549 3.793 5.369 0.1183
H 0.873 3.317 2.871 0.1175
H -0.884 3.409 3.088 0.1064
H -1.319 -0.124 3.631 0.1072
H -2.159 1.418 3.429 0.1133
H -1.204 0.290 5.938 0.1193
H -1.933 1.877 5.718 0.1187
```

---

2.
The following is a quantum chemistry calculation of a 2-piece molecular cluster, C36H53BF7N2O3 overall at a distorted geometry, from the OMol25 dataset.

Output
Highest occupied orbital energy, eV: -11.27
Net charge: +1
Lowest unoccupied orbital energy, eV: -2.55
2S+1: 1
Max |F|, eV Å⁻¹: 4.9

Structure (XYZ):
```
102
Properties=species:S:1:pos:R:3:lowdin_charge:R:1
C 3.974 -2.723 1.427 -0.1138
C 3.432 -2.822 -0.085 -0.2564
C 4.529 -2.461 -1.212 -0.2161
C 5.295 -1.063 -0.955 -0.2285
C 4.283 0.185 -0.848 -0.2121
C 5.033 1.390 -0.049 -0.2130
C 4.187 2.752 -0.069 -0.2174
C 3.269 2.977 1.244 -0.2054
C 1.914 3.819 0.920 -0.2039
C 0.737 2.875 0.347 -0.2123
C -0.586 3.712 -0.101 -0.1656
C -1.839 3.329 0.831 -0.1183
C -2.947 2.399 0.077 -0.1931
N -2.245 1.147 -0.330 0.0888
C -1.760 1.031 -1.730 -0.0930
C -2.563 1.831 -2.856 -0.1392
B -2.514 1.119 -4.348 -0.3505
O -3.361 0.034 -4.766 0.0622
C -1.470 1.704 -5.480 -0.1699
C 0.064 1.718 -4.993 -0.1181
C -4.032 2.318 -2.415 -0.1890
C -5.192 1.260 -2.391 -0.1191
C -5.039 -0.029 -1.491 -0.1457
C -5.987 -0.144 -0.237 -0.0157
C -5.940 -1.408 0.697 -0.0551
C -4.965 -2.590 0.487 -0.0237
C -4.018 -2.490 -0.764 -0.1955
C -2.971 -3.653 -1.077 -0.0911
C -4.099 -1.241 -1.712 -0.0115
C -3.799 3.165 -1.029 -0.0779
C -5.143 3.854 -0.498 -0.2299
F -5.978 2.984 0.276 0.0530
F -5.945 4.233 -1.636 0.0576
C -4.953 5.186 0.370 -0.1926
F -6.027 6.067 -0.013 0.0769
F -3.766 5.911 0.133 0.0922
C -5.172 4.976 1.968 -0.3167
F -4.664 6.162 2.588 0.0889
F -4.433 3.901 2.501 0.0955
F -6.521 4.893 2.339 0.1289
H 4.213 -3.777 1.814 0.0632
H 3.141 -2.271 2.073 0.0754
H 4.912 -2.085 1.551 0.0630
H 2.525 -2.144 -0.247 0.0817
H 3.124 -3.910 -0.263 0.1043
H 5.279 -3.306 -1.399 0.1112
H 3.937 -2.332 -2.197 0.1074
H 5.962 -0.867 -1.870 0.1132
H 6.000 -1.109 -0.048 0.1015
H 3.315 -0.105 -0.307 0.0926
H 4.008 0.532 -1.916 0.1159
H 5.995 1.585 -0.661 0.1167
H 5.382 1.054 0.985 0.1154
H 3.535 2.779 -1.010 0.0992
H 4.940 3.619 -0.148 0.1140
H 3.007 1.973 1.743 0.1101
H 3.937 3.529 2.006 0.1163
H 1.586 4.244 1.946 0.1210
H 2.177 4.663 0.191 0.1209
H 1.124 2.320 -0.575 0.0966
H 0.523 2.100 1.163 0.1054
H -0.787 3.670 -1.225 0.0999
H -0.330 4.816 0.135 0.1249
H -2.286 4.268 1.294 0.1097
H -1.467 2.685 1.720 0.1308
H -3.686 2.105 0.920 0.1631
H -1.393 1.080 0.277 0.1695
H -2.836 0.344 -0.002 0.1740
H -0.671 1.420 -1.751 0.1319
H -1.677 -0.076 -2.048 0.1402
H -1.965 2.814 -3.020 0.1322
H -2.806 -0.756 -4.987 0.1276
H -1.640 1.182 -6.493 0.1132
H -1.817 2.800 -5.649 0.1229
H 0.145 2.469 -4.136 0.0673
H 0.363 0.652 -4.726 0.0832
H 0.684 2.153 -5.867 0.0935
H -4.322 3.137 -3.182 0.1684
H -5.395 0.907 -3.475 0.1406
H -6.176 1.783 -2.078 0.1285
H -6.764 0.635 0.044 0.0885
H -6.649 -1.481 1.602 0.0982
H -4.967 -3.462 1.213 0.0999
H -3.022 -3.867 -2.195 0.0835
H -1.920 -3.213 -0.867 0.0830
H -3.065 -4.571 -0.409 0.0870
H -3.385 -1.247 -2.596 0.0797
H -3.131 4.045 -1.385 0.1631
C 6.562 -7.433 6.353 -0.0685
C 6.475 -8.126 5.148 -0.0633
C 5.516 -7.768 4.206 -0.0003
C 4.651 -6.711 4.480 -0.1469
C 4.727 -6.018 5.687 -0.0030
C 5.687 -6.385 6.624 -0.0651
N 3.656 -6.314 3.481 -0.3482
O 3.605 -6.956 2.441 0.0686
O 2.935 -5.361 3.741 0.0557
H 7.315 -7.712 7.083 0.1100
H 7.158 -8.943 4.943 0.1106
H 5.460 -8.316 3.272 0.1198
H 4.054 -5.198 5.910 0.1181
H 5.758 -5.851 7.566 0.1095
```

---

3.
The following is a quantum chemistry calculation of C26H39As2CrN4O6S7 as an isolated structure at a distorted geometry, from the OMol25 dataset.

Output
Highest occupied orbital energy (alpha / beta), eV: -6.87 / -6.96
Energy above the lowest of the compared OMol25 structures with the same formula, charge and spin, kJ/mol: 176.1
Net charge: 0
Lowest unoccupied orbital energy (alpha / beta), eV: -0.48 / -0.38
2S+1: 4
Max |F|, eV Å⁻¹: 1.9

Structure (XYZ):
```
85
Properties=species:S:1:pos:R:3:lowdin_charge:R:1
Cr -0.761 -0.420 -0.325 0.4985
C -1.744 3.152 -1.363 -0.0764
C -1.494 2.027 -2.305 -0.5860
N -1.155 0.795 -2.032 -0.0096
C -0.950 0.051 -3.187 -0.3271
C -1.161 0.719 -4.337 -0.3115
S -1.592 2.333 -3.994 1.1340
C -0.383 -1.282 -3.026 -0.2997
C -0.017 -2.170 -3.976 -0.3003
S 0.749 -3.514 -3.247 1.1124
C 0.572 -2.816 -1.698 -0.6095
N -0.067 -1.672 -1.735 -0.0317
C 1.119 -3.473 -0.479 -0.0665
H -1.856 2.819 -0.341 0.0306
H -2.633 3.705 -1.672 0.0886
H -0.890 3.830 -1.416 0.0799
H -1.033 0.373 -5.351 0.0868
H -0.137 -2.092 -5.043 0.0868
H 1.964 -4.107 -0.739 0.0798
H 0.362 -4.085 0.014 0.0760
H 1.446 -2.714 0.231 0.0575
C -2.757 -4.582 1.434 -0.0267
C -2.445 -3.440 2.418 -0.5506
C -3.718 -2.623 2.714 -0.0150
C -1.860 -4.003 3.716 -0.0457
C -1.532 -2.521 1.718 -0.0744
N -1.003 -1.835 0.973 0.1340
H -3.569 -5.187 1.838 0.0944
H -1.884 -5.222 1.299 0.0869
H -3.060 -4.190 0.461 0.0949
H -4.466 -3.274 3.167 0.0965
H -4.127 -2.202 1.793 0.0843
H -3.491 -1.807 3.405 0.1011
H -2.637 -4.567 4.233 0.0940
H -1.504 -3.203 4.361 0.0391
H -1.017 -4.665 3.512 0.0930
O -3.093 -0.508 -0.460 0.0066
C -3.086 0.252 0.526 -0.5369
N -1.920 0.721 0.993 -0.1421
S -2.122 1.659 2.333 0.6478
O -1.828 3.031 2.034 -0.2824
O -1.494 1.113 3.508 -0.3374
C -3.894 1.444 2.389 -0.1915
C -4.822 1.953 3.272 -0.0223
C -6.162 1.672 3.029 -0.0550
C -6.550 0.940 1.908 -0.0545
C -5.603 0.440 1.024 0.0031
C -4.271 0.695 1.290 -0.1460
H -4.521 2.554 4.121 0.1262
H -6.916 2.025 3.722 0.1102
H -7.602 0.757 1.729 0.1089
H -5.885 -0.125 0.144 0.1270
C 1.489 2.125 3.742 -0.2506
As 1.163 0.512 4.747 0.6276
C 2.919 0.354 5.570 -0.2852
C 0.118 1.019 6.296 -0.2573
S 0.713 -1.397 4.046 0.0725
H 1.760 2.880 4.481 0.0430
H 0.627 2.449 3.170 -0.0087
H 2.327 1.948 3.071 0.0284
H 3.194 1.279 6.078 0.0327
H 3.640 0.141 4.782 0.0323
H 2.919 -0.472 6.276 0.0263
H 0.459 1.993 6.647 0.0353
H 0.291 0.270 7.064 0.0316
H -0.939 1.058 6.050 0.0174
C 4.419 -2.479 -2.521 -0.3519
As 3.668 -0.730 -1.883 1.0675
C 5.172 -0.367 -0.667 -0.3202
C 4.334 0.236 -3.460 -0.3117
S 1.377 0.095 0.519 0.1867
H 5.482 -2.402 -2.762 0.0101
H 3.888 -2.799 -3.420 -0.0101
H 4.290 -3.247 -1.753 -0.0019
H 6.124 -0.589 -1.153 0.0176
H 5.068 -0.980 0.230 0.0138
H 5.141 0.684 -0.388 0.0057
H 5.374 -0.028 -3.666 0.0225
H 4.266 1.300 -3.272 0.0012
H 3.719 -0.008 -4.327 0.0205
O 1.578 1.058 -2.455 -0.4713
S 2.009 2.226 -1.702 0.1461
O 1.500 3.481 -2.227 -0.3756
O 3.396 2.230 -1.294 -0.4081
S 0.984 2.045 0.197 0.3338
```